No. 1
Density functional theory data (wB97M-V/def2-TZVPD) for one molecule with the formula C17H20ClNO3.

Geometry as XYZ:
```
42
Properties=species:S:1:pos:R:3:forces:R:3:lowdin_charge:R:1
O 1.266 4.258 0.799 -0.06 0.39 0.18 0.07
C 1.202 3.049 0.846 -0.03 -0.52 0.32 -0.47
C 0.817 2.332 2.147 -0.19 0.70 0.15 -0.05
O 0.624 0.934 1.996 0.27 -0.27 -0.01 -0.02
C -0.641 0.513 1.777 -0.30 0.32 0.01 -0.46
O -1.578 1.263 1.703 0.27 -0.05 0.05 0.09
C -0.698 -0.967 1.660 -0.08 -0.20 -0.03 -0.15
C 0.361 -1.741 2.138 -0.06 0.05 -0.04 -0.01
C 0.328 -3.118 2.061 0.02 -0.06 0.01 -0.07
C -0.772 -3.751 1.500 0.04 0.08 0.01 -0.07
C -1.830 -3.005 1.017 -0.04 0.10 -0.01 -0.11
C -1.800 -1.618 1.095 0.28 0.00 0.18 -0.60
Cl -3.129 -0.739 0.451 -0.31 -0.13 -0.23 0.77
N 1.488 2.229 -0.176 0.03 -0.45 -0.26 0.09
C 1.736 2.696 -1.519 -0.02 0.20 -0.18 -0.16
C 0.717 2.092 -2.497 0.07 -0.07 0.21 -0.13
C 0.837 0.593 -2.538 -0.02 0.30 -0.19 -0.26
C 0.057 -0.194 -1.808 -0.08 -0.20 0.15 -0.06
C 0.146 -1.689 -1.787 0.06 -0.13 -0.16 -0.19
C 0.981 -2.219 -2.949 0.11 -0.02 0.26 -0.20
C 2.261 -1.401 -3.074 -0.11 0.00 -0.27 -0.20
C 1.912 0.040 -3.432 0.09 -0.24 0.15 -0.16
H 1.624 2.464 2.873 -0.08 -0.03 -0.13 0.14
H -0.096 2.801 2.529 0.24 -0.05 -0.09 0.14
H 1.209 -1.240 2.578 0.05 0.02 0.01 0.12
H 1.155 -3.699 2.438 0.07 -0.04 0.04 0.11
H -0.805 -4.828 1.438 -0.02 -0.09 -0.02 0.11
H -2.687 -3.486 0.575 -0.09 -0.02 -0.06 0.11
H 1.372 1.231 -0.064 -0.02 0.14 0.11 0.13
H 2.754 2.420 -1.816 -0.05 0.11 -0.03 0.12
H 1.656 3.784 -1.498 0.09 -0.12 -0.04 0.12
H 0.898 2.509 -3.489 -0.03 0.04 -0.06 0.12
H -0.285 2.380 -2.176 -0.01 0.06 -0.03 0.12
H -0.713 0.237 -1.181 -0.13 0.22 0.05 0.10
H 0.592 -2.005 -0.836 -0.06 -0.08 0.02 0.11
H -0.861 -2.113 -1.818 -0.01 -0.02 0.06 0.11
H 0.410 -2.135 -3.876 -0.04 -0.04 -0.07 0.12
H 1.213 -3.274 -2.790 -0.04 -0.02 -0.07 0.11
H 2.796 -1.424 -2.123 0.08 -0.01 0.04 0.12
H 2.913 -1.827 -3.839 0.06 0.00 0.05 0.11
H 1.559 0.086 -4.468 0.06 0.07 -0.05 0.13
H 2.804 0.669 -3.372 0.00 0.06 -0.06 0.11
```
Forces are in eV/Å.

Values from the calculation:
LUMO energy ... 0.11 eV
HOMO energy ... -9.14 eV
Electronic energy ... -38109.609 eV
Energy relative to the best compared isomer or geometry (same formula, charge and spin) ... 107.59 kJ/mol
Structure (SMILES) ... O=C(COC(=O)c1ccccc1Cl)NCCC1=CCCCC1

***

No. 2
Density functional theory data (wB97M-V/def2-TZVPD) for a 2-piece molecular cluster, C4H10NO overall at a distorted geometry.

Geometry as XYZ:
```
16
Properties=species:S:1:pos:R:3:forces:R:3:lowdin_charge:R:1
C 0.308 -0.875 1.576 1.56 -0.13 1.15 -0.26
N 1.541 -0.492 1.910 -1.45 -0.69 -1.93 -0.09
H -0.501 -0.155 1.677 -0.02 -0.12 0.45 0.05
H 0.033 -1.932 1.519 0.01 0.30 -0.13 0.06
H 2.167 -1.218 1.502 -0.30 0.21 1.04 0.00
C -1.264 -0.201 -0.906 -0.64 0.54 1.24 -0.49
O -0.410 -1.105 -0.367 -0.10 -0.25 -0.59 -0.34
C -0.531 0.977 -1.559 -0.23 0.69 0.88 -0.28
C 0.462 1.542 -0.530 0.06 -0.65 1.05 -0.15
H -1.937 0.292 -0.102 0.37 -0.29 -0.36 0.09
H -2.027 -0.643 -1.585 0.29 0.00 -0.22 0.08
H -1.251 1.759 -1.910 0.52 -0.54 -0.02 0.09
H 0.059 0.567 -2.345 0.31 -0.19 -1.13 0.07
H 1.241 2.201 -0.953 -0.29 -0.22 0.05 0.05
H 0.944 0.648 0.008 -0.47 1.63 -1.01 0.05
H -0.088 2.112 0.259 0.39 -0.28 -0.46 0.07
```
Forces are in eV/Å.

Values from the calculation:
LUMO energy ... 4.58 eV
Net charge ... -1
HOMO energy ... -3.13 eV
Electronic energy ... -7846.129 eV
Energy relative to the best compared isomer or geometry (same formula, charge and spin) ... 135.78 kJ/mol

***

No. 3
Density functional theory data (wB97M-V/def2-TZVPD) for C37H40O2P2Pt as an isolated structure at a distorted geometry.

Geometry as XYZ:
```
82
Properties=species:S:1:pos:R:3:forces:R:3:lowdin_charge:R:1
Pt 0.624 -0.208 2.374 1.42 -0.52 2.66 0.90
C -1.470 -0.978 -4.048 0.40 -0.25 0.05 -0.10
C -0.136 -0.869 -4.008 -0.55 -0.44 -0.33 -0.14
C 0.665 0.165 -4.750 0.22 0.29 0.03 -0.18
C 0.019 1.570 -4.883 0.42 -0.07 -0.37 -0.19
C -0.667 2.113 -3.663 -0.50 0.31 0.17 -0.11
C -1.968 1.973 -3.381 0.40 0.48 -0.33 -0.11
C -2.946 1.148 -4.164 -0.23 -0.25 -0.10 -0.18
C -2.386 -0.111 -4.868 -0.40 0.00 -0.26 -0.20
C 0.369 0.856 4.149 -0.25 0.37 -0.08 -0.30
H -1.972 -1.791 -3.510 0.35 0.27 0.02 0.11
H 0.454 -1.616 -3.463 -0.40 0.24 -0.14 0.09
H 0.890 -0.180 -5.775 0.01 -0.04 0.32 0.12
H 1.637 0.274 -4.246 -0.19 -0.03 -0.09 0.10
H 0.837 2.267 -5.131 -0.27 -0.19 -0.03 0.11
H -0.655 1.568 -5.750 0.21 0.19 0.35 0.10
H -0.030 2.736 -3.030 -0.37 -0.09 -0.11 0.09
H -2.438 2.562 -2.586 0.42 -0.30 -0.15 0.08
H -3.428 1.769 -4.940 0.05 -0.09 0.26 0.12
H -3.749 0.839 -3.479 0.15 0.07 -0.14 0.11
H -3.259 -0.725 -5.139 0.25 0.18 -0.06 0.11
H -1.913 0.191 -5.812 -0.16 -0.30 0.30 0.10
H -0.497 0.417 4.662 0.20 0.28 0.20 0.00
H 0.232 1.931 3.978 0.04 -0.25 0.45 -0.02
H 1.292 0.669 4.713 -0.21 0.18 0.03 0.01
P 1.067 -1.333 0.501 -0.67 0.69 -2.61 0.81
P 0.051 1.582 1.174 0.11 0.49 -2.58 0.82
C 0.782 -0.141 -0.809 1.07 -3.46 -0.20 -0.38
C 0.429 1.135 -0.515 -0.88 3.03 1.58 -0.39
C 2.695 -2.086 0.200 0.33 -0.28 0.01 -0.34
C 3.205 -2.201 -1.105 0.16 -0.21 0.27 -0.08
C 4.434 -2.826 -1.323 -0.12 0.06 0.14 -0.08
C 5.172 -3.327 -0.244 -0.20 0.05 0.11 -0.09
C 4.687 -3.175 1.057 0.03 0.08 -0.21 -0.08
C 3.464 -2.541 1.281 -0.06 -0.08 -0.22 -0.08
C -0.184 -2.655 0.309 0.44 -0.59 -0.08 -0.33
C -1.511 -2.387 0.671 0.01 -0.32 -0.04 -0.10
C -2.493 -3.362 0.487 0.26 0.15 -0.02 -0.08
C -2.155 -4.606 -0.054 0.20 0.06 -0.03 -0.09
C -0.824 -4.888 -0.380 -0.13 0.17 0.08 -0.09
C 0.163 -3.917 -0.194 -0.42 0.06 0.09 -0.08
C 0.974 3.097 1.599 -0.28 0.32 0.29 -0.34
C 2.350 2.994 1.856 -0.17 0.38 0.16 -0.09
C 3.079 4.137 2.195 -0.22 -0.24 -0.21 -0.08
C 2.448 5.383 2.257 -0.22 -0.11 -0.08 -0.09
C 1.072 5.479 2.023 0.19 -0.06 -0.09 -0.08
C 0.331 4.343 1.693 0.40 -0.24 0.13 -0.07
C -1.719 1.992 1.292 -0.31 0.16 0.34 -0.35
C -2.394 1.830 2.511 -0.20 0.15 -0.36 -0.09
C -3.745 2.168 2.601 0.09 0.01 -0.11 -0.08
C -4.429 2.655 1.484 0.24 -0.04 -0.06 -0.08
C -3.765 2.774 0.256 0.16 -0.06 0.23 -0.08
C -2.412 2.441 0.159 -0.13 0.02 0.41 -0.08
H 0.872 -0.510 -1.832 -0.06 0.37 0.37 0.01
H 0.351 1.924 -1.263 0.09 -0.32 0.26 0.03
H 2.646 -1.793 -1.947 0.11 -0.13 0.21 0.09
H 4.816 -2.923 -2.339 -0.08 0.03 0.26 0.10
H 6.124 -3.831 -0.416 -0.26 0.16 0.03 0.10
H 5.258 -3.549 1.906 -0.08 0.11 -0.21 0.10
H 3.105 -2.393 2.298 0.15 -0.16 -0.33 0.07
H -1.765 -1.423 1.119 0.01 -0.20 -0.21 0.09
H -3.522 -3.144 0.770 0.20 -0.08 -0.08 0.10
H -2.930 -5.355 -0.218 0.22 0.16 0.07 0.10
H -0.552 -5.864 -0.777 -0.09 0.18 0.07 0.10
H 1.205 -4.137 -0.427 -0.26 0.02 0.00 0.10
H 2.832 2.014 1.817 -0.10 0.29 -0.02 0.10
H 4.142 4.048 2.406 -0.18 0.06 -0.06 0.10
H 3.032 6.280 2.477 -0.23 -0.30 0.03 0.10
H 0.572 6.443 2.095 0.13 -0.18 -0.04 0.10
H -0.745 4.409 1.524 0.28 0.03 0.05 0.10
H -1.855 1.435 3.372 -0.27 0.20 -0.23 0.07
H -4.258 2.052 3.554 0.03 0.04 -0.19 0.10
H -5.478 2.944 1.570 0.29 -0.14 -0.05 0.10
H -4.298 3.130 -0.625 0.10 -0.07 0.21 0.10
H -1.886 2.515 -0.791 -0.09 -0.05 0.34 0.07
C -0.137 -3.573 4.798 -0.15 -0.30 0.02 -0.03
O -0.272 -2.405 3.961 0.99 0.60 -0.21 -0.09
C 0.875 -1.769 3.653 0.22 -1.67 0.88 -0.57
O 1.974 -2.078 4.096 -1.54 0.92 -0.74 0.05
H 0.755 -3.521 5.424 -0.14 0.10 -0.11 0.09
H -0.098 -4.463 4.161 0.03 0.20 0.08 0.10
H -1.039 -3.596 5.403 0.04 -0.06 0.03 0.09
```
Forces are in eV/Å.

Values from the calculation:
LUMO energy (alpha / beta) ... 0.56 / -2.97 eV
Multiplicity ... 3
HOMO energy (alpha / beta) ... -4.27 / -8.26 eV
Electronic energy ... -64933.238 eV
Energy relative to the best compared isomer or geometry (same formula, charge and spin) ... 0.00 kJ/mol